1.
Molecular formula: C15H34N5O4P2S
Method: DFT, wB97M-V/def2-TZVPD

Results
- E_tot (eV) = -61147.6974
- charge = +1
- HOMO energy (eV) = -10.96
- frontier orbital gap (hartree) = 0.24990
- largest force on an atom (eV/A) = 6.71

Each line ends with the Löwdin charge.
CARTESIAN COORDINATES (ANGSTROEM)
C1 -1.789 1.192 -2.690  -0.1358
C2 -1.065 0.884 -1.261  -0.2467
C3 -1.076 -0.713 -1.098  -0.1950
C4 0.070 -1.265 -0.074  -0.2119
N1 -0.658 -2.043 0.979  0.0120
C5 0.110 -2.203 2.203  -0.0962
C6 1.469 -2.864 2.501  -0.2598
P1 2.614 -3.721 1.257  0.3532
S1 3.416 -2.512 -0.040  0.2099
N2 1.848 -2.823 3.921  0.0764
C7 0.728 -2.141 4.557  -0.1976
P2 0.578 -1.813 6.440  0.7959
O1 -0.915 -2.046 6.802  -0.4644
N3 -0.254 -1.789 3.557  -0.0662
O2 -1.434 -1.152 3.694  -0.0358
C8 -1.120 0.272 3.862  -0.1830
C9 -1.621 1.200 2.646  -0.0597
H1 -1.073 0.939 -3.550  0.0803
H2 -2.188 2.254 -2.759  0.0618
H3 -2.652 0.430 -2.774  0.0728
H4 -1.664 1.428 -0.450  0.0946
H5 -0.016 1.336 -1.352  0.1118
H6 -2.114 -1.045 -0.724  0.1170
H7 -0.949 -1.145 -2.159  0.1143
H8 0.621 -0.347 0.332  0.1321
H9 0.780 -1.883 -0.719  0.0691
H10 -1.020 -2.944 0.624  0.1466
H11 3.688 -4.320 2.027  -0.0151
H12 1.898 -4.829 0.668  -0.0031
H13 2.707 -3.193 4.361  0.1642
H14 1.302 -2.872 7.118  0.0400
H15 1.025 -0.501 6.793  0.0294
H16 0.004 0.476 3.982  0.1287
H17 -1.625 0.668 4.812  0.1383
H18 -2.632 1.685 2.888  0.0947
H19 -0.831 2.023 2.506  0.0960
H20 -1.691 0.637 1.653  0.0612
C10 -6.266 1.081 -2.455  -0.0111
C11 -5.549 2.396 -2.603  -0.5446
O3 -4.481 2.622 -2.048  0.0057
N4 -6.126 3.350 -3.382  0.0041
C12 -7.373 3.275 -4.114  -0.0752
H21 -5.688 0.423 -1.806  0.0795
H22 -7.247 1.238 -2.002  0.0866
H23 -6.372 0.600 -3.430  0.0869
H24 -5.589 4.204 -3.435  0.1424
H25 -7.160 3.438 -5.172  0.0852
H26 -8.029 4.071 -3.755  0.0853
H27 -7.868 2.315 -3.988  0.0751
C13 6.755 -0.999 -1.476  -0.0150
C14 5.885 0.197 -1.755  -0.5538
O4 4.663 0.142 -1.700  -0.0137
N5 6.499 1.368 -2.077  0.0017
C15 7.918 1.633 -2.192  -0.0760
H28 6.128 -1.857 -1.234  0.0445
H29 7.350 -1.244 -2.359  0.0889
H30 7.408 -0.797 -0.624  0.0872
H31 5.854 2.125 -2.250  0.1413
H32 8.177 2.424 -1.485  0.0842
H33 8.120 1.981 -3.207  0.0857
H34 8.521 0.752 -1.985  0.0750


2.
Molecular formula: C29H41AuCl5P2
Method: DFT, wB97M-V/def2-TZVPD

Results
- expectation value of S² = 2.0235
- spin multiplicity = 3
- E_tot (eV) = -115607.5089
- charge = +1
- HOMO energy (alpha / beta) (eV) = -9.32 / -9.33
- frontier orbital gap (alpha / beta) (hartree) = 0.24814 / 0.18614
- largest force on an atom (eV/A) = 3.14

Each line ends with the Löwdin charge.
CARTESIAN COORDINATES (ANGSTROEM)
Au1 0.613 -1.572 -0.006  0.6199
C1 -0.756 -2.417 2.593  -0.1931
C2 0.577 -2.725 2.028  -0.3907
C3 0.760 -0.982 3.569  -0.1814
C4 -0.630 -1.320 3.448  -0.1823
C5 1.512 -1.883 2.808  -0.2015
C6 -1.996 -3.175 2.349  -0.0242
H1 -1.938 -3.752 1.417  0.0770
H2 -2.863 -2.501 2.278  0.0840
H3 -2.216 -3.886 3.166  0.1126
C7 -1.700 -0.639 4.201  -0.0179
H4 -2.694 -0.990 3.900  0.0828
H5 -1.641 0.450 4.047  0.0554
H6 -1.596 -0.805 5.286  0.0982
C8 1.252 0.112 4.423  -0.0179
H7 1.058 -0.088 5.488  0.0965
H8 0.717 1.047 4.180  0.0435
H9 2.329 0.271 4.296  0.0854
C9 2.978 -2.027 2.847  -0.0288
H10 3.314 -2.613 3.720  0.1110
H11 3.468 -1.047 2.921  0.0815
H12 3.354 -2.532 1.950  0.0775
C10 0.941 -4.121 1.646  -0.1014
H13 1.032 -4.787 2.521  0.0939
H14 1.900 -4.133 1.119  0.0658
H15 0.179 -4.549 0.987  0.0682
C11 -1.307 0.861 -4.161  -0.1384
C12 -1.593 -0.453 -4.306  -0.1627
C13 -0.951 -1.385 -5.282  -0.1768
C14 0.516 -1.036 -5.634  -0.1716
C15 1.345 -0.639 -4.437  -0.1100
C16 1.690 0.635 -4.179  -0.1711
C17 0.991 1.869 -4.682  -0.1686
C18 -0.491 1.690 -5.108  -0.1698
H16 -1.528 -1.425 -6.226  0.1286
H17 0.537 -0.280 -6.435  0.1092
H18 -0.979 -2.414 -4.880  0.1120
H19 -0.548 1.340 -6.150  0.1120
H20 -1.865 1.436 -3.418  0.1008
H21 -2.535 -0.823 -3.903  0.1013
H22 -0.935 2.696 -5.124  0.1197
H23 1.033 2.643 -3.900  0.1103
H24 2.646 0.901 -3.723  0.0900
H25 1.539 2.291 -5.540  0.1265
H26 0.968 -1.935 -6.076  0.1198
H27 1.851 -1.474 -3.949  0.0946
P1 -1.203 -0.267 -0.906  0.7378
C19 -2.617 0.724 -0.420  -0.2792
C20 -1.764 -1.774 -1.749  -0.2867
P2 1.803 0.213 -1.012  0.7548
C21 0.151 0.694 -1.722  -0.5370
C22 3.082 -0.803 -1.806  -0.2954
C23 2.627 1.547 -0.132  -0.2641
H28 -2.313 1.516 0.290  -0.0170
H29 -3.361 0.062 0.064  0.0572
H30 -3.054 1.176 -1.332  0.0461
H31 -1.239 -1.919 -2.699  0.0175
H32 -2.845 -1.723 -1.903  0.0551
H33 -1.520 -2.637 -1.107  0.0171
H34 2.855 2.337 -0.871  0.0579
H35 3.565 1.157 0.302  0.0569
H36 1.984 1.956 0.666  -0.0275
H37 -0.008 1.776 -1.750  0.0641
H38 0.138 0.288 -2.730  -0.0237
H39 3.880 -0.970 -1.061  0.0601
H40 3.506 -0.310 -2.683  0.0214
H41 2.661 -1.783 -2.078  0.0287
Cl1 -0.958 2.131 6.651  0.7301
C24 -1.104 3.071 5.220  -0.6866
C25 -0.701 2.569 4.017  -0.0542
C26 -0.805 3.258 2.846  -0.6405
Cl2 -0.305 2.534 1.347  0.7507
C27 -1.339 4.578 2.851  -0.6921
Cl3 -1.485 5.466 1.395  0.7113
C28 -1.756 5.138 4.084  -0.6921
Cl4 -2.390 6.727 4.123  0.7214
C29 -1.649 4.386 5.280  -0.6910
Cl5 -2.174 5.050 6.760  0.7288


3.
Molecular formula: BrH10MgO5
Method: DFT, wB97M-V/def2-TZVPD

Results
- E_tot (eV) = -85881.2073
- charge = +1
- HOMO energy (eV) = -13.94
- frontier orbital gap (hartree) = 0.24165
- largest force on an atom (eV/A) = 1.92

Each line ends with the Löwdin charge.
CARTESIAN COORDINATES (ANGSTROEM)
Mg1 26.989 -0.227 -5.061  1.0446
Br1 25.012 -1.781 -5.266  0.3508
O1 26.559 0.808 -6.656  -0.0916
H1 25.639 0.544 -6.892  0.0863
H2 26.797 1.508 -7.290  0.1317
O2 21.830 -2.045 -6.935  -0.0554
H3 21.275 -2.832 -6.872  0.0524
H4 22.614 -2.245 -6.410  -0.0528
O3 25.086 -3.454 -8.203  -0.0836
H5 25.153 -4.415 -8.145  0.0464
H6 24.967 -3.152 -7.293  -0.1064
O4 23.612 -4.315 -3.567  -0.0792
H7 22.728 -4.411 -3.940  0.0377
H8 23.965 -3.496 -3.944  -0.1140
O5 22.605 0.602 -5.372  -0.0894
H9 21.810 0.061 -5.278  0.0389
H10 23.342 -0.007 -5.236  -0.1165


4.
Molecular formula: C16H15ClPmS
Method: DFT, wB97M-V/def2-TZVPD

Results
- expectation value of S² = 6.0083
- spin multiplicity = 5
- E_tot (eV) = -56749.0323
- charge = -1
- HOMO energy (alpha / beta) (eV) = -2.45 / -2.45
- frontier orbital gap (alpha / beta) (hartree) = 0.15813 / 0.15974
- largest force on an atom (eV/A) = 2.43

Each line ends with the Löwdin charge.
CARTESIAN COORDINATES (ANGSTROEM)
C1 -3.119 -1.039 -1.358  -0.2889
C2 -1.982 -1.255 -2.199  -0.2080
C3 -1.424 0.020 -2.505  -0.1368
H1 -1.677 -2.217 -2.601  0.0977
C4 -2.139 1.017 -1.776  -0.2252
C5 -3.217 0.365 -1.100  -0.2875
H2 -4.012 0.845 -0.532  0.0891
H3 -3.833 -1.792 -1.016  0.0886
H4 -0.657 0.216 -3.248  0.0914
H5 -1.982 2.090 -1.804  0.0911
Pm1 -1.206 -0.495 0.435  1.2377
Cl1 0.129 -2.588 0.532  -0.1866
C6 3.454 0.241 -1.222  -0.2317
C7 2.872 1.450 -1.710  -0.2320
C8 2.144 1.138 -2.901  -0.2345
H6 2.937 2.433 -1.242  0.0491
C9 2.277 -0.273 -3.149  -0.2304
C10 3.090 -0.829 -2.103  -0.2193
H7 3.424 -1.862 -2.023  0.0477
H8 4.150 0.173 -0.383  0.0458
H9 1.518 1.822 -3.462  0.0444
H10 1.818 -0.841 -3.954  0.0455
S1 -0.239 2.019 0.873  0.5723
C11 -0.226 1.087 2.318  -0.8694
C12 1.013 0.594 2.823  -0.1059
C13 0.999 -0.428 3.769  -0.0780
C14 -0.212 -0.955 4.248  -0.1051
C15 -1.435 -0.459 3.795  -0.1185
C16 -1.453 0.622 2.892  -0.2563
H11 1.929 1.046 2.480  0.1085
H12 1.946 -0.764 4.188  0.1090
H13 -0.181 -1.705 5.051  0.1053
H14 -2.366 -0.852 4.197  0.1015
H15 -2.343 1.175 2.686  0.0894


5.
Molecular formula: C11H28INO3P2
Method: DFT, wB97M-V/def2-TZVPD

Results
- E_tot (eV) = -46169.3679
- charge = 0
- HOMO energy (eV) = -6.90
- frontier orbital gap (hartree) = 0.24904
- largest force on an atom (eV/A) = 1.00

Each line ends with the Löwdin charge.
CARTESIAN COORDINATES (ANGSTROEM)
O1 -0.967 3.178 4.498  -0.3929
P1 -2.010 1.922 4.524  0.5402
I1 -3.408 2.477 2.553  0.2948
C1 -0.996 0.588 3.710  -0.6883
C2 -0.494 -0.409 4.762  -0.3505
O2 0.499 -1.127 4.099  -0.3646
P2 1.569 0.009 3.298  0.4257
O3 0.156 1.089 3.120  -0.4254
H1 -0.880 3.544 5.383  0.0395
H2 -1.599 0.065 2.953  0.0701
H3 -0.069 0.151 5.611  0.0960
H4 -1.278 -1.068 5.143  0.1131
H5 2.665 -0.920 3.346  -0.0552
H6 1.211 -0.551 1.975  -0.0441
H7 2.363 1.006 2.611  -0.0536
H8 1.974 0.577 4.560  -0.0130
C3 -1.906 -1.319 -4.215  -0.0989
C4 -1.831 -0.152 -3.236  -0.2471
C5 -0.568 0.700 -3.386  -0.1704
C6 0.785 0.031 -3.184  -0.1234
N1 1.178 -0.363 -1.782  -0.2548
C7 0.992 0.769 -0.785  -0.0871
C8 -0.339 0.529 -0.121  -0.1491
C9 -0.454 -0.998 -0.059  -0.1456
C10 0.357 -1.532 -1.239  -0.0673
C11 2.619 -0.743 -1.820  0.0042
H9 -1.022 -1.959 -4.181  0.0586
H10 -2.765 -1.953 -3.996  0.0793
H11 -2.012 -0.964 -5.242  0.0798
H12 -1.948 -0.508 -2.213  0.0831
H13 -2.683 0.508 -3.410  0.1175
H14 -0.634 1.589 -2.757  0.1083
H15 -0.536 1.075 -4.413  0.1268
H16 1.565 0.721 -3.507  0.1316
H17 0.875 -0.872 -3.789  0.1268
H18 1.788 0.671 -0.046  0.1223
H19 1.098 1.718 -1.307  0.1382
H20 -1.182 0.956 -0.664  0.1032
H21 -0.314 0.973 0.879  0.0978
H22 -1.493 -1.326 -0.090  0.1182
H23 -0.019 -1.358 0.872  0.0807
H24 -0.237 -1.938 -2.053  0.1093
H25 1.067 -2.291 -0.922  0.1285
H26 3.207 0.122 -2.117  0.1110
H27 2.758 -1.552 -2.535  0.1107
H28 2.917 -1.068 -0.826  0.1160